Record 1
A structure of composition C2H4IrO2 in a non-equilibrium geometry. Source: OMol25; level of theory: ωB97M-V with the def2-TZVPD basis set.

## Properties
Total energy, a.u.: -332.22629
Lowest unoccupied orbital energy (alpha / beta), eV: -10.29 / -14.58
Orbital gap (alpha / beta), eV: 8.784 / 5.687
Max |F|, eV/Å: 3.65
Charge: +2
Multiplicity: 6
<S²>: 8.76
HOMO (alpha / beta), eV: -19.1 / -20.3

Last column: Mulliken spin population.
Element x y z (Å)
O1 0.346 0.092 -0.912  0.325
Ir1 -0.617 -0.740 -2.273  4.499
C1 0.280 0.489 2.468  0.074
H1 0.431 1.566 2.384  0.002
H2 0.401 -1.372 1.279  0.006
H3 -0.632 1.185 0.463  -0.002
H4 0.459 0.023 3.437  0.007
O2 -0.453 0.204 0.279  0.064
C2 0.226 -0.308 1.406  0.025


Record 2
A structure of composition C31H29IrN2O2PSSbSe4 in a non-equilibrium geometry. Source: OMol25; level of theory: ωB97M-V with the def2-TZVPD basis set.

## Properties
Total energy, a.u.: -12148.62223
Lowest unoccupied orbital energy, eV: -0.70
Orbital gap, eV: 5.794
Max |F|, eV/Å: 1.43
Multiplicity: 1
HOMO, eV: -6.5

Last column: Mulliken charge in e.
Element x y z (Å)
C1 -0.752 2.828 -3.347  -0.190
C2 2.385 -4.550 0.567  -0.965
H1 3.238 7.486 -1.025  0.391
H2 3.920 3.400 -2.146  0.161
C3 -0.602 2.736 -5.743  -0.457
O1 -0.494 2.655 1.775  -0.648
Se1 2.180 0.376 1.004  -0.537
C4 -1.725 -0.331 4.969  -0.997
C5 1.562 6.165 -0.815  -0.934
C6 0.851 -2.947 1.507  0.867
C7 0.744 2.406 -5.651  -0.668
C8 -0.927 0.994 3.128  -0.699
H3 2.773 -5.082 -0.291  0.424
H4 -1.017 1.825 3.821  0.364
Se2 0.559 -0.913 -1.854  -0.765
H5 -1.887 1.148 -1.451  0.026
Se3 4.294 0.647 -2.615  -0.549
H6 -1.768 0.610 5.503  0.404
H7 -1.072 2.819 -6.714  0.390
H8 -2.398 3.209 -4.666  0.410
H9 -0.792 -4.588 0.175  0.557
C9 -2.798 -4.691 -0.562  -0.763
C10 0.585 2.473 -3.272  0.908
H10 -1.310 3.018 -2.439  0.332
H11 4.748 5.727 -1.881  0.418
H12 1.065 -2.603 3.621  0.401
C11 -4.171 -2.760 -0.190  -0.807
H13 -3.232 -1.144 0.856  0.561
Sb1 3.189 -0.834 -1.068  0.745
C12 1.953 3.896 -1.458  0.656
H14 -2.480 -0.305 -1.004  0.314
C13 -1.726 -4.060 0.062  -0.177
H15 3.746 -5.469 1.942  0.397
C14 -3.105 -2.133 0.431  -0.977
C15 -1.604 -2.714 3.602  -0.007
H16 1.325 2.247 -6.550  0.418
N1 -2.112 0.571 -0.645  -0.756
C16 3.266 4.187 -1.790  -0.067
C17 -1.156 -1.554 2.969  -0.032
H17 -1.547 -3.655 3.070  0.474
C18 1.093 4.871 -0.969  -0.188
H18 -0.096 2.750 0.881  0.465
H19 -5.126 -2.258 -0.271  0.430
S1 1.380 2.217 -1.694  0.030
C19 1.347 2.262 -4.410  -0.209
C20 3.723 5.490 -1.632  -0.667
H20 -4.835 -4.532 -1.205  0.399
C21 1.420 -3.153 2.761  -0.822
C22 2.927 -4.772 1.824  -0.587
C23 -2.106 -2.690 4.891  -0.803
P1 -0.506 -1.766 1.273  0.446
O2 0.205 2.133 -0.685  -0.578
H21 0.960 -3.441 -0.584  0.720
Ir1 -0.102 0.157 0.234  2.481
C24 -2.156 -1.490 5.584  -0.682
N2 -0.621 1.293 1.932  0.284
H22 -2.451 -3.606 5.353  0.449
H23 0.901 6.932 -0.432  0.393
Se4 4.799 -2.330 -0.159  -0.547
H24 -2.833 1.028 -0.098  0.257
C25 1.362 -3.634 0.403  -0.682
H25 2.893 -4.215 3.893  0.418
H26 0.072 4.622 -0.711  0.360
H27 2.388 1.975 -4.319  0.211
C26 -1.861 -2.762 0.538  0.558
C27 2.876 6.474 -1.149  -0.467
C28 -4.011 -4.041 -0.705  -0.558
C29 -1.243 -0.337 3.655  0.933
C30 2.454 -4.065 2.915  -0.628
C31 -1.349 2.950 -4.593  -0.903
H28 -2.675 -5.698 -0.937  0.449
H29 -2.538 -1.456 6.595  0.413


Record 3
A structure of composition C14H25BHgN6S2 in a non-equilibrium geometry. Source: OMol25; level of theory: ωB97M-V with the def2-TZVPD basis set.

## Properties
Total energy, a.u.: -1851.46787
Lowest unoccupied orbital energy (alpha / beta), eV: -2.84 / -4.38
Orbital gap (alpha / beta), eV: 6.435 / 5.031
Max |F|, eV/Å: 1.09
Charge: +1
Multiplicity: 2
<S²>: 0.76
HOMO (alpha / beta), eV: -9.3 / -9.4

Last column: Mulliken spin population.
Element x y z (Å)
Hg1 -2.191 -0.357 -0.247  0.439
H1 -1.295 3.828 3.167  0.000
H2 0.511 5.221 0.326  0.001
C1 -1.932 -3.220 2.544  -0.007
C2 -0.091 -2.023 -2.684  -0.031
H3 -0.112 3.339 -0.921  -0.019
C3 -0.401 3.253 2.928  0.004
H4 -0.368 1.093 2.535  -0.005
S1 -1.489 -2.760 -2.071  0.230
H5 -1.810 1.909 1.934  0.021
H6 2.466 -3.548 -1.160  0.006
H7 0.771 4.936 2.680  0.000
C4 -0.798 -4.727 0.868  0.043
C5 -0.732 2.007 2.068  -0.019
C6 1.200 -0.864 -4.059  0.024
N1 1.145 -2.006 -2.161  0.053
C7 0.181 -4.540 -0.048  0.005
H8 -1.788 -1.976 -4.837  0.000
N2 0.517 4.121 2.126  0.001
H9 -1.048 5.160 1.168  0.000
H10 -1.383 -5.596 1.109  0.004
H11 1.662 1.211 1.355  0.003
S2 -0.134 -0.970 1.384  0.214
H12 -1.644 3.251 -0.058  0.042
H13 1.799 2.212 -0.083  0.000
C8 -0.563 3.315 0.070  -0.021
H14 2.293 -1.760 -0.266  0.000
C9 -1.227 -1.058 -4.685  -0.003
C10 1.342 2.148 0.904  -0.006
N3 -0.071 -1.319 -3.855  0.012
C11 1.946 -1.300 -3.007  0.003
H15 -0.897 -0.666 -5.644  -0.001
H16 -2.649 -2.469 2.212  0.008
N4 0.594 -3.233 0.006  0.019
H17 0.103 2.984 3.855  0.000
H18 0.635 -5.243 -0.723  0.000
H19 2.438 4.030 1.254  0.000
H20 -1.889 -0.336 -4.204  0.004
C12 1.761 3.360 1.781  0.001
B1 1.738 -2.645 -0.849  -0.018
N5 -0.106 2.120 0.758  -0.018
H21 -1.402 -2.821 3.408  0.001
H22 2.990 -1.157 -2.793  0.001
N6 -0.996 -3.516 1.486  0.028
H23 -2.456 -4.132 2.818  0.000
H24 1.466 -0.275 -4.919  0.004
C13 -0.147 -2.603 0.938  -0.024
H25 2.232 3.040 2.709  0.000
C14 -0.173 4.580 0.880  0.002